(1)
Here is a structure of composition C13H36Co2O13 from the Open Molecules 2025 dataset. Energies are from the ωB97M-V functional and the def2-TZVPD basis.

Properties
Expectation value of S² = 12.0151
Frontier orbital gap (spin up / spin down) = 7.947 / 7.613 eV
Calculated total energy = -4260.327867 hartree
E_HOMO (spin up / spin down) = -9.232 / -9.367 eV
Multiplicity = 7

Each line ends with the Löwdin spin population.
Geometry (Å):
Co1 0.553 1.148 -2.211  2.761
Co2 -2.475 1.960 -1.315  2.724
C1 -1.210 2.417 -3.553  0.021
O1 -0.788 2.860 -2.485  0.123
O2 -0.400 1.600 -4.012  0.061
O3 -2.389 2.115 -3.405  0.051
C2 -0.617 0.861 0.153  0.015
O4 -1.325 1.826 0.438  0.043
O5 0.539 1.040 -0.092  0.035
O6 -1.046 0.478 -0.927  0.103
C3 4.339 1.774 -1.799  0.000
C4 3.114 2.641 -1.576  0.002
O7 2.237 2.408 -2.661  0.026
H1 4.886 1.994 -2.716  0.000
H2 4.086 0.715 -1.858  0.000
H3 4.959 2.002 -0.932  0.000
H4 3.267 3.711 -1.439  0.001
H5 2.616 2.347 -0.652  0.000
H6 2.436 3.060 -3.337  0.001
C5 0.383 -2.347 -3.401  0.000
C6 1.133 -1.729 -2.192  0.001
O8 1.701 -0.557 -2.639  0.026
H7 1.004 -2.530 -4.278  0.000
H8 -0.365 -1.641 -3.762  0.000
H9 -0.099 -3.279 -3.105  0.000
H10 1.954 -2.388 -1.910  0.000
H11 0.498 -1.616 -1.313  0.000
H12 2.303 -0.851 -3.327  0.002
C7 -0.691 -2.601 3.832  0.000
C8 -0.751 -2.314 2.354  0.000
O9 -1.571 -3.280 1.785  0.000
H13 -0.353 -3.620 4.022  0.000
H14 -1.661 -2.511 4.321  0.000
H15 -0.022 -1.914 4.353  0.000
H16 0.241 -2.346 1.903  0.000
H17 -1.121 -1.316 2.122  0.000
H18 -1.802 -2.974 0.904  0.000
C9 -3.966 -0.225 2.572  0.000
C10 -3.609 1.202 2.899  0.000
O10 -2.190 1.275 3.056  0.000
H19 -3.595 -0.882 3.358  0.000
H20 -3.454 -0.578 1.676  0.000
H21 -5.055 -0.278 2.567  0.000
H22 -4.113 1.528 3.809  0.000
H23 -3.955 1.860 2.102  0.000
H24 -1.852 1.571 2.208  0.000
C11 3.141 -1.265 0.826  0.000
O11 2.965 0.114 1.208  0.000
H25 2.340 -1.601 0.169  0.000
H26 4.062 -1.432 0.269  0.000
H27 3.126 -1.862 1.738  0.000
H28 2.136 0.428 0.840  0.000
C12 -2.701 -2.849 -1.837  0.000
O12 -2.109 -2.204 -0.720  0.000
H29 -2.164 -2.433 -2.689  0.000
H30 -2.637 -3.936 -1.882  0.000
H31 -3.699 -2.412 -1.821  0.000
H32 -1.775 -1.327 -0.921  0.000
C13 0.871 3.145 2.916  0.000
O13 1.515 3.021 1.641  0.000
H33 -0.034 3.738 2.783  0.000
H34 0.644 2.146 3.287  0.000
H35 1.574 3.649 3.580  0.000
H36 0.972 2.461 1.081  0.000

***

(2)
Here is a structure of composition C13H36F3KO19P4S from the Open Molecules 2025 dataset. Energies are from the ωB97M-V functional and the def2-TZVPD basis.

Properties
Frontier orbital gap = 8.278 eV
Calculated total energy = -4610.023708 hartree
E_HOMO = -8.119 eV

Each line ends with the Mulliken charge.
Geometry (Å):
K1 -20.792 11.333 7.278  1.345
C1 -23.937 10.005 4.261  0.486
F1 -23.907 11.348 4.435  -0.132
F2 -24.583 9.548 5.352  -0.246
F3 -24.666 9.709 3.202  -0.241
S1 -22.136 9.234 4.035  0.889
O1 -21.659 9.656 2.726  -0.628
O2 -21.322 9.762 5.108  -0.653
O3 -22.313 7.771 4.164  -0.665
C2 -21.813 13.954 12.005  -0.427
O4 -21.475 15.045 11.160  -0.387
P1 -21.413 14.665 9.547  0.634
O5 -21.233 13.254 9.190  -0.042
O6 -20.181 15.544 8.960  -0.464
C3 -19.960 15.702 7.579  0.055
O7 -22.758 15.303 8.855  -0.374
C4 -24.014 14.713 9.076  -0.360
H1 -22.485 13.261 11.499  0.120
H2 -22.337 14.184 12.933  0.265
H3 -20.798 13.634 12.243  0.269
H4 -19.119 15.083 7.264  0.157
H5 -19.725 16.753 7.410  0.320
H6 -20.884 15.506 7.035  -0.379
H7 -23.947 13.689 9.445  -0.064
H8 -24.665 14.858 8.214  0.274
H9 -24.488 15.261 9.890  0.345
C5 -26.701 11.305 6.937  -0.311
O8 -26.247 11.275 8.300  -0.326
P2 -24.831 10.685 8.775  0.122
O9 -23.688 11.125 7.965  0.510
O10 -25.105 9.102 8.736  -0.335
C6 -23.963 8.200 8.697  -0.777
O11 -24.731 11.041 10.372  -0.332
C7 -25.925 10.716 11.146  -0.783
H10 -25.996 11.855 6.314  -0.043
H11 -27.671 11.777 6.786  0.319
H12 -26.857 10.301 6.542  0.280
H13 -24.070 7.508 9.532  0.328
H14 -22.959 8.557 8.926  0.269
H15 -24.079 7.551 7.830  0.307
H16 -26.250 11.690 11.510  0.293
H17 -25.711 10.271 12.118  0.282
H18 -26.737 10.220 10.615  0.328
C8 -23.789 14.388 5.676  -0.174
O12 -23.302 14.261 4.350  -0.333
P3 -21.681 14.169 4.113  0.754
O13 -21.091 13.013 4.904  -0.277
O14 -21.509 14.173 2.482  -0.365
C9 -22.024 13.102 1.669  -0.312
O15 -21.002 15.611 4.528  -0.320
C10 -21.437 16.860 3.961  -0.746
H19 -24.109 13.407 6.027  0.111
H20 -24.699 14.987 5.710  0.371
H21 -23.021 14.794 6.335  -0.139
H22 -21.193 12.734 1.068  0.238
H23 -22.792 13.573 1.056  0.248
H24 -22.457 12.284 2.246  0.010
H25 -21.736 17.527 4.770  0.272
H26 -22.298 16.706 3.310  0.330
H27 -20.677 17.310 3.323  0.262
C11 -14.606 13.153 8.290  -0.745
O16 -15.902 13.244 7.708  -0.250
P4 -16.974 12.040 7.856  0.543
O17 -18.297 12.358 7.166  -0.066
O18 -16.129 10.729 7.445  -0.357
C12 -15.648 10.620 6.095  -0.789
O19 -17.102 11.887 9.452  -0.384
C13 -17.681 13.016 10.163  -0.788
H28 -14.604 12.646 9.255  0.346
H29 -14.218 14.159 8.451  0.260
H30 -13.959 12.507 7.696  0.244
H31 -15.863 11.517 5.514  0.344
H32 -16.130 9.761 5.628  0.315
H33 -14.584 10.394 6.020  0.282
H34 -16.999 13.227 10.986  0.400
H35 -18.687 12.965 10.580  0.196
H36 -17.646 13.986 9.668  0.292

***

(3)
Here is a cluster of 4 separate species, C13H36O12PS4 in total from the Open Molecules 2025 dataset. Energies are from the ωB97M-V functional and the def2-TZVPD basis.

Properties
Frontier orbital gap = 7.643 eV
Calculated total energy = -3353.468312 hartree
E_HOMO = -12.259 eV
Charge = +1

Each line ends with the natural charge from an NBO analysis.
Geometry (Å):
C1 -1.924 -1.061 -5.258  -0.668
C2 -2.387 0.236 -4.322  0.066
O1 -3.545 -0.274 -3.515  -0.726
C3 -2.977 1.496 -5.194  -0.149
O2 -2.120 1.644 -6.380  -0.631
S1 -1.154 3.048 -6.316  0.599
P1 0.017 3.134 -4.494  0.950
C4 -1.114 3.471 -2.961  -0.975
O3 0.802 1.568 -4.198  -0.945
H1 -2.919 -1.567 -5.639  0.243
H2 -1.176 -0.776 -6.112  0.219
H3 -1.364 -1.882 -4.597  0.257
H4 -1.531 0.562 -3.578  0.180
H5 -3.136 -0.375 -2.588  0.485
H6 -4.051 1.151 -5.584  0.259
H7 -3.160 2.479 -4.585  0.213
H8 -0.169 2.841 -7.334  0.236
H9 -1.532 2.469 -2.509  0.270
H10 -2.001 4.164 -3.301  0.267
H11 -0.524 3.999 -2.068  0.325
H12 1.550 1.831 -3.554  0.521
O4 1.596 2.794 -0.598  -0.960
S2 0.935 1.798 0.217  2.345
O5 -0.473 1.882 0.542  -0.926
O6 1.778 1.595 1.597  -0.701
C5 2.062 2.735 2.396  -0.082
C6 0.849 3.164 3.200  -0.645
C7 1.255 0.195 -0.476  -0.875
H13 2.440 3.558 1.780  0.189
H14 2.865 2.452 3.084  0.205
H15 0.058 3.544 2.547  0.210
H16 1.113 3.956 3.906  0.223
H17 0.431 2.317 3.754  0.246
H18 2.323 0.103 -0.676  0.262
H19 0.690 0.111 -1.407  0.238
H20 0.923 -0.568 0.230  0.273
O7 -0.378 1.974 5.854  -0.944
S3 -0.668 1.809 7.262  2.351
O8 0.379 1.725 8.258  -0.914
O9 -1.673 0.540 7.453  -0.711
C8 -1.295 -0.716 6.906  -0.078
C9 -0.258 -1.407 7.771  -0.641
C10 -1.811 3.073 7.757  -0.878
H21 -0.940 -0.602 5.877  0.191
H22 -2.199 -1.333 6.870  0.196
H23 0.692 -0.866 7.755  0.224
H24 -0.073 -2.425 7.415  0.217
H25 -0.588 -1.450 8.814  0.221
H26 -2.633 3.108 7.040  0.252
H27 -1.278 4.026 7.764  0.256
H28 -2.179 2.846 8.760  0.259
O10 2.365 -2.667 -1.545  -0.939
S4 2.055 -3.387 -2.761  2.350
O11 0.719 -3.420 -3.316  -0.930
O12 2.603 -4.916 -2.627  -0.705
C11 2.192 -5.692 -1.510  -0.081
C12 0.778 -6.214 -1.689  -0.641
C13 3.176 -2.860 -4.033  -0.877
H29 2.288 -5.119 -0.581  0.195
H30 2.879 -6.540 -1.439  0.203
H31 0.052 -5.396 -1.669  0.219
H32 0.521 -6.914 -0.889  0.224
H33 0.670 -6.719 -2.654  0.221
H34 4.194 -2.882 -3.639  0.259
H35 2.907 -1.841 -4.319  0.245
H36 3.076 -3.527 -4.891  0.261

***

Q: Which value of calculated total energy does entry 3 give?
A: -3353.468312 hartree

***

Q: Which of these has the lowest calculated total energy?
A: C13H36F3KO19P4S